1.
21
Properties=species:S:1:pos:R:3:forces:R:3 method="wB97M-V/def2-TZVPD" charge=+1 e_tot_ev=-84857.18156 smiles="NCCN1NN=[N+]=C1CC(=O)Br" homo_lumo_gap_ev=8.17 e_above_lowest_kcal_mol=51.1
N 3.539 0.084 0.624 -1.1 -0.9 0.3
C 2.086 -0.425 0.698 1.1 0.1 1.1
C 1.165 0.712 -0.041 0.9 0.6 0.7
N 0.069 0.172 -0.933 -5.3 -1.7 -1.3
N 0.180 -0.027 -2.318 -3.7 -1.0 1.5
N -1.033 -0.501 -2.861 0.4 0.5 2.2
N -2.087 -0.677 -1.948 8.2 3.0 2.5
C -1.369 -0.225 -0.659 1.1 0.6 -1.3
C -2.019 -0.120 0.849 0.4 -0.3 -0.2
C -3.652 0.037 0.882 -4.0 -6.8 1.8
O -4.368 -1.063 1.218 5.2 7.6 -2.3
Br -4.696 1.707 0.524 1.7 -1.7 0.3
H 3.850 0.435 1.560 -0.2 -0.8 -1.4
H 4.175 -0.652 0.244 -0.7 1.0 0.8
H 2.013 -1.501 0.243 -0.1 2.2 0.7
H 1.839 -0.474 1.855 0.0 0.0 -2.6
H 1.902 1.344 -0.729 -1.7 -1.2 1.6
H 0.649 1.382 0.798 1.1 -1.3 -2.2
H 1.055 0.177 -2.875 -1.5 -0.4 0.7
H -1.768 -1.144 1.407 -0.7 2.2 -1.3
H -1.527 0.758 1.462 -0.9 -1.6 -1.5



2.
14
Properties=species:S:1:pos:R:3:forces:R:3 method="wB97M-V/def2-TZVPD" e_tot_ev=-5782.05369 smiles="C=C(C)CN" homo_lumo_gap_ev=9.94 e_above_lowest_kcal_mol=40.5
C 1.348 -0.188 -0.673 -0.5 1.7 -0.6
C 0.248 0.441 -0.192 1.0 -1.1 -0.5
C -0.052 1.879 -0.454 -0.9 3.1 0.0
C -0.812 -0.371 0.577 -0.3 2.1 -1.1
N -0.466 -1.730 0.675 -1.0 -3.0 0.4
H 1.563 -1.196 -0.353 0.0 -0.1 -0.2
H 2.014 0.333 -1.434 -0.7 -0.7 1.3
H 0.336 2.573 0.487 -1.2 -1.8 -2.3
H 0.562 2.306 -1.399 -1.7 -1.0 2.1
H -1.315 2.097 -0.565 3.8 -0.6 0.2
H -0.887 -0.002 1.599 -0.5 0.5 -0.1
H -1.754 -0.155 -0.064 0.9 -0.3 1.4
H -0.769 -2.165 1.602 0.4 0.7 -2.1
H -0.875 -2.243 -0.149 0.7 0.3 1.6



3.
102
Properties=species:S:1:pos:R:3:forces:R:3 method="wB97M-V/def2-TZVPD" charge=-1 e_tot_ev=-180627.66409 homo_lumo_gap_ev=1.12
C 7.588 5.624 1.515 -0.3 -0.2 -0.5
C 6.236 4.892 1.658 -1.2 -0.6 0.4
Nb 5.587 4.402 -0.445 1.8 2.8 0.4
C 5.892 2.168 -0.037 0.3 -1.3 -0.6
C 4.563 1.710 0.517 0.1 0.4 -0.2
C 4.687 0.369 1.291 -0.1 -0.2 0.4
N 3.639 0.288 2.314 0.2 0.0 0.0
C 5.555 6.506 -1.217 0.1 0.0 0.1
C 4.736 7.560 -0.472 0.1 0.2 -0.2
C 3.241 7.286 -0.217 -0.2 -0.2 -0.1
C 2.864 7.048 1.257 0.0 0.1 0.0
C 1.545 7.700 1.709 0.1 -0.2 0.3
C 0.272 6.879 1.464 0.2 0.1 -0.1
C -0.366 7.121 0.086 -0.1 -0.2 0.0
C -1.149 5.934 -0.492 0.1 0.2 0.0
C -0.295 4.810 -1.077 -0.1 -0.2 0.1
O 0.599 4.183 -0.172 0.0 0.3 0.1
C -0.031 3.299 0.725 0.1 -0.3 0.0
H 8.382 5.061 2.009 0.0 0.2 0.0
H 7.526 6.634 1.926 0.1 -0.1 -0.1
H 7.915 5.719 0.464 0.0 0.1 0.1
H 5.508 5.451 2.254 0.2 0.0 0.0
H 6.374 3.940 2.189 -0.1 0.1 0.0
H 7.244 4.125 -1.228 -0.3 -0.8 -0.3
H 4.830 3.862 -2.035 -0.7 -0.4 0.7
H 3.844 4.310 0.098 -0.1 -0.3 -0.4
H 6.727 2.022 0.654 0.0 0.3 -0.1
H 6.114 1.722 -1.010 0.1 0.1 0.2
H 4.129 2.438 1.219 0.0 -0.1 0.0
H 3.852 1.586 -0.302 -0.1 0.2 0.2
H 4.521 -0.457 0.597 0.2 0.1 0.0
H 5.697 0.257 1.709 -0.1 0.1 -0.1
H 3.922 0.809 3.137 -0.1 0.1 -0.1
H 3.525 -0.672 2.619 -0.1 0.0 -0.1
H 5.308 6.464 -2.284 -0.1 -0.3 0.1
H 6.627 6.759 -1.143 0.0 -0.2 0.0
H 5.253 7.812 0.461 -0.2 0.0 0.0
H 4.791 8.464 -1.099 0.1 0.0 0.2
H 2.933 6.417 -0.814 0.0 0.1 0.0
H 2.662 8.140 -0.588 0.1 -0.1 0.0
H 3.657 7.452 1.901 0.0 0.0 -0.1
H 2.822 5.970 1.458 0.0 0.1 0.0
H 1.636 7.864 2.790 -0.1 0.1 -0.1
H 1.451 8.690 1.245 0.0 0.0 0.1
H -0.449 7.136 2.248 -0.1 -0.1 -0.1
H 0.520 5.821 1.587 -0.1 0.1 0.0
H -1.074 7.953 0.182 0.2 0.1 -0.1
H 0.398 7.426 -0.641 -0.1 -0.1 0.1
H -1.747 6.310 -1.333 -0.1 -0.1 0.1
H -1.858 5.558 0.255 0.1 0.0 -0.1
H 0.332 5.220 -1.874 0.0 -0.1 0.0
H -0.963 4.044 -1.501 0.1 0.1 -0.1
H -1.007 3.660 1.070 0.1 0.0 0.0
H 0.625 3.187 1.602 -0.2 0.0 -0.3
H -0.145 2.303 0.276 -0.1 0.1 0.0
Be 1.463 3.942 3.567 0.2 0.1 0.3
C 2.582 -3.674 0.518 -0.3 -0.1 0.1
Cl 3.535 -4.830 -0.399 0.0 0.0 0.0
Cl 2.616 -2.094 -0.289 0.0 0.0 0.0
Cl 0.911 -4.205 0.635 0.4 0.0 0.4
Cl 3.257 -3.506 2.153 0.1 0.0 0.1
O 2.865 -3.372 -3.640 0.1 0.1 0.0
H 2.831 -3.033 -2.738 -0.1 -0.1 -0.1
H 3.427 -2.750 -4.111 0.0 0.0 0.0
C -3.131 -2.660 0.893 0.1 -0.1 -0.1
Cl -4.196 -1.518 1.727 0.0 0.0 0.0
Cl -3.855 -3.174 -0.621 0.0 0.1 0.1
Cl -1.574 -1.889 0.559 -0.1 0.2 0.0
Cl -2.852 -4.064 1.931 0.0 0.0 0.0
Cl -0.322 -4.875 -1.714 -0.2 -0.1 -0.4
C -7.016 -5.286 0.523 0.2 0.3 -0.4
C -6.870 -5.388 2.043 -0.3 -0.1 0.0
C -6.026 -6.545 2.593 0.2 0.1 0.0
F -6.588 -7.734 2.306 -0.1 0.0 -0.1
F -5.975 -6.427 3.948 0.0 0.0 0.0
F -8.079 -5.367 2.656 0.0 0.0 0.0
F -6.201 -4.257 2.424 0.0 0.0 0.0
O -8.219 -5.771 -0.067 -0.2 -0.1 0.6
C -8.381 -7.051 -0.500 0.1 0.1 -0.1
C -9.539 -7.747 0.235 0.0 0.0 0.0
F -9.306 -7.806 1.560 0.1 0.0 0.0
F -9.664 -9.010 -0.231 0.0 0.0 0.0
F -7.260 -7.768 -0.453 0.1 -0.1 0.1
F -8.772 -6.986 -1.802 0.0 0.0 -0.1
H -7.059 -4.215 0.327 0.0 0.0 0.0
H -6.112 -5.675 0.051 -0.2 -0.1 0.0
H -5.014 -6.504 2.186 0.0 0.0 0.0
H -10.468 -7.202 0.056 0.0 0.0 0.0
C -3.037 -8.923 -3.973 0.0 -0.3 -0.1
C -3.770 -7.786 -3.321 0.2 -0.3 -0.1
C -3.017 -6.473 -3.353 0.2 0.3 -0.1
O -3.539 -5.781 -2.209 -0.2 -0.2 -0.1
C -3.950 -6.727 -1.338 0.1 0.1 0.1
O -4.279 -6.477 -0.209 0.1 -0.1 0.0
O -3.949 -7.937 -1.887 0.0 0.0 -0.1
H -2.012 -8.991 -3.605 0.0 0.0 0.0
H -3.523 -9.935 -3.784 0.0 0.5 0.4
H -3.019 -8.747 -5.054 0.0 0.1 0.0
H -4.769 -7.671 -3.750 0.0 0.0 0.0
H -3.187 -5.881 -4.248 -0.1 0.1 0.0
H -1.943 -6.612 -3.200 0.0 0.0 0.0
F -4.163 -10.879 -2.621 0.0 -0.2 -0.2



4.
23
Properties=species:S:1:pos:R:3:forces:R:3 method="wB97M-V/def2-TZVPD" charge=+1 e_tot_ev=-18022.48806 smiles="CC(C)n1c(C=O)c[nH+]c1[N+](=O)[O-]" homo_lumo_gap_ev=9.25 e_above_lowest_kcal_mol=75.7
C 1.014 1.546 -1.244 -0.7 4.2 -0.5
C 0.379 1.241 0.106 -1.5 0.1 -1.0
C 1.413 1.163 1.186 -1.8 1.9 -1.1
N -0.265 -0.126 0.033 -3.2 -0.8 -0.8
C 0.267 -1.396 0.170 0.3 0.2 -0.3
C 1.709 -1.774 0.173 -1.5 -2.2 2.1
O 2.523 -1.059 -0.269 2.0 0.5 -1.0
C -0.749 -2.292 0.089 0.8 -2.7 0.2
N -1.893 -1.638 -0.070 -2.0 -0.5 -0.2
C -1.618 -0.339 -0.162 1.6 -0.2 0.7
N -2.770 0.552 -0.223 1.1 -0.8 0.8
O -2.557 1.712 -0.183 0.0 2.1 -0.4
O -3.811 -0.028 -0.183 -1.5 -0.4 -0.3
H 1.516 2.578 -1.104 -1.1 -1.2 -0.1
H 0.461 1.665 -2.224 -0.1 -0.4 1.5
H 1.869 1.014 -1.443 1.7 -2.0 -0.2
H -0.509 1.902 0.411 1.7 -0.8 -0.8
H 0.866 0.839 2.000 -0.3 -0.9 2.2
H 1.686 2.180 1.340 0.8 0.7 0.4
H 2.166 0.559 0.835 1.9 -0.9 0.0
H 1.883 -2.792 0.737 0.0 1.4 -1.2
H -0.720 -3.410 0.051 0.1 1.4 0.3
H -2.858 -2.096 -0.025 1.7 1.3 -0.4



5.
32
Properties=species:S:1:pos:R:3:forces:R:3 method="wB97M-V/def2-TZVPD" charge=+3 e_tot_ev=-44726.93187 homo_lumo_gap_ev="5.03 / 5.06"
Ir -0.711 -0.463 -1.080 -1.6 0.1 0.6
I -0.351 -0.428 4.391 1.3 0.0 -1.0
C 1.184 -0.432 2.942 -0.6 -0.1 2.8
C 2.525 -0.413 3.300 -0.6 0.0 0.4
C 3.530 -0.421 2.338 1.9 0.0 1.0
I 5.541 -0.428 3.007 -1.8 0.0 -0.5
C 3.199 -0.429 0.941 -0.7 -0.1 -1.5
C 4.148 -0.414 -0.099 -0.1 0.0 0.3
C 3.727 -0.442 -1.410 -0.3 0.0 0.1
C 2.356 -0.467 -1.685 0.6 0.0 -0.6
N 1.439 -0.473 -0.729 -1.5 -0.3 0.5
C 1.834 -0.462 0.570 1.1 0.1 -0.7
C 0.776 -0.466 1.568 -2.0 0.0 -1.2
O -0.428 -0.480 1.220 1.6 0.6 0.3
H 2.793 -0.399 4.350 0.0 0.0 0.0
H 5.202 -0.374 0.140 0.0 0.0 -0.1
H 4.436 -0.441 -2.225 0.0 0.0 -0.1
H 2.014 -0.484 -2.713 -0.1 0.0 0.1
C -5.611 0.231 -0.994 -1.2 -1.7 0.2
O -4.592 1.211 -0.975 2.0 0.8 -0.2
C -3.328 0.915 -1.118 -1.0 1.2 0.4
O -2.880 -0.219 -1.332 1.9 -1.2 0.4
N -2.517 1.994 -0.986 -0.1 0.1 0.1
N -1.115 1.830 -1.096 0.4 0.0 -0.4
H -6.556 0.777 -0.973 0.3 -0.1 -0.2
H -5.559 -0.406 -0.098 0.1 0.4 -0.2
H -5.537 -0.438 -1.861 0.0 0.5 0.1
H -2.907 2.923 -0.841 0.1 -0.3 -0.1
H -0.670 2.368 -0.345 -0.2 -0.3 -0.1
H -0.781 2.239 -1.983 -0.3 -0.1 0.3
O -0.342 -3.238 -0.928 -1.0 0.6 -0.4
N -0.819 -2.273 -1.292 1.9 -0.2 -0.1



6.
112
Properties=species:S:1:pos:R:3:forces:R:3 method="wB97M-V/def2-TZVPD" charge=-1 e_tot_ev=-85234.37264 homo_lumo_gap_ev=5.29
Ba -0.922 0.014 -1.354 -0.4 0.1 0.4
O -0.381 6.041 1.505 0.5 0.0 -0.2
C -0.062 5.368 2.538 -1.2 -0.1 0.0
O -0.039 5.728 3.711 0.4 0.1 0.1
C 0.098 3.884 2.227 0.3 0.1 -0.1
C 1.209 3.420 1.537 0.0 0.0 0.0
C 1.231 2.103 1.104 0.1 -0.1 0.0
N 0.230 1.248 1.322 0.0 0.0 0.0
C -0.805 1.667 2.049 0.0 0.1 0.0
C -0.902 2.973 2.524 0.0 0.0 0.0
C -1.868 0.656 2.348 0.0 0.0 0.0
C -3.133 1.046 2.793 0.0 0.0 0.0
C -4.070 0.078 3.091 0.0 0.0 0.0
C -3.729 -1.256 2.930 0.0 0.0 0.0
C -2.462 -1.547 2.460 0.0 0.0 0.0
N -1.546 -0.626 2.176 0.0 0.0 0.0
C 2.407 1.582 0.344 0.0 0.0 0.0
C 3.086 2.411 -0.550 0.0 0.0 0.0
C 4.163 1.903 -1.250 0.0 0.0 0.0
C 4.530 0.582 -1.039 0.0 0.0 0.0
C 3.793 -0.161 -0.129 0.0 0.0 0.0
N 2.760 0.315 0.555 0.1 0.0 0.0
H 2.037 4.083 1.326 0.0 0.0 0.0
H -1.749 3.293 3.114 0.0 0.0 0.0
H -3.389 2.092 2.863 0.0 0.0 0.0
H -5.060 0.364 3.426 0.0 0.0 0.0
H -4.431 -2.055 3.135 0.0 0.0 0.0
H -2.166 -2.578 2.299 0.0 0.0 0.0
H 2.744 3.423 -0.711 0.0 0.0 0.0
H 4.697 2.530 -1.955 0.0 0.0 0.0
H 5.366 0.132 -1.559 0.0 0.0 0.0
H 4.051 -1.199 0.063 0.0 0.0 0.0
C 2.264 0.570 -5.185 0.0 0.0 0.0
N 2.551 -0.675 -4.498 0.0 -0.1 0.0
C 3.891 -1.184 -4.733 0.0 0.0 0.0
C 1.993 -0.804 -3.227 0.0 0.1 0.1
N 1.507 0.131 -2.528 0.3 0.0 -0.1
N 1.977 -2.139 -2.809 0.0 -0.1 -0.1
C 1.525 -2.666 -1.605 0.1 0.1 0.0
N 1.727 -4.043 -1.560 0.0 0.0 0.0
N 0.974 -1.964 -0.701 0.0 -0.3 -0.1
H 2.509 0.445 -6.240 0.0 0.0 0.0
H 2.848 1.413 -4.792 0.0 0.0 0.0
H 1.202 0.797 -5.103 0.0 0.0 0.0
H 3.980 -1.568 -5.751 0.0 0.0 0.0
H 4.126 -1.985 -4.036 0.0 0.0 0.0
H 4.642 -0.394 -4.598 0.0 0.0 0.0
H 1.668 1.054 -2.924 0.1 0.0 0.0
H 2.030 -2.795 -3.571 -0.1 0.0 0.0
H 2.534 -4.391 -2.053 0.0 0.0 0.1
H 1.610 -4.451 -0.648 0.0 0.0 0.0
H 0.785 -2.506 0.139 0.0 0.1 0.0
C -1.531 -0.798 -3.983 0.2 -0.3 -0.1
H -0.969 -1.691 -4.327 0.0 0.0 0.0
H -1.279 -0.003 -4.708 0.0 0.0 0.0
H -2.591 -1.043 -4.165 0.0 0.0 0.0
N -1.155 4.311 -0.776 0.0 0.2 0.1
C -0.038 4.356 -1.491 0.2 -0.2 -0.1
S 0.259 3.253 -2.746 -0.2 0.0 0.0
N 0.823 5.328 -1.077 -0.2 0.2 0.1
C 1.882 5.965 -1.744 0.1 0.0 0.1
C 2.109 7.299 -1.393 0.0 -0.1 0.0
C 3.165 8.004 -1.943 0.0 0.0 0.0
C 4.010 7.397 -2.863 0.0 0.0 0.0
C 3.785 6.075 -3.212 0.0 0.0 0.0
C 2.739 5.350 -2.656 -0.1 0.0 -0.1
H -1.829 3.564 -0.909 0.0 0.0 0.1
H -1.232 4.949 0.017 -0.1 -0.1 0.1
H 0.500 5.810 -0.226 0.0 -0.1 0.0
H 1.446 7.768 -0.676 0.0 0.0 0.0
H 3.322 9.035 -1.652 0.0 0.0 0.0
H 4.833 7.949 -3.300 0.0 0.0 0.0
H 4.437 5.588 -3.927 0.0 0.0 0.0
H 2.562 4.325 -2.942 0.0 0.0 0.0
C -4.454 4.804 1.704 -0.1 0.0 0.0
Si -5.151 3.766 0.304 0.1 -0.1 0.0
C -6.706 2.910 0.943 0.0 0.0 0.0
C -5.611 4.890 -1.123 0.0 0.0 0.0
C -3.951 2.516 -0.242 0.0 0.1 0.0
C -3.073 1.719 -0.580 -0.2 0.3 0.1
H -5.089 5.681 1.860 0.0 0.0 0.0
H -3.442 5.166 1.514 0.0 0.0 -0.1
H -4.435 4.248 2.645 0.0 0.0 0.0
H -7.217 3.534 1.681 0.0 0.0 0.0
H -6.454 1.959 1.417 0.0 0.0 0.0
H -7.412 2.705 0.134 0.0 0.0 0.0
H -6.453 5.537 -0.861 0.0 0.0 0.0
H -5.885 4.299 -1.999 0.0 0.0 0.0
H -4.767 5.525 -1.400 0.0 0.0 0.0
C -6.833 -1.664 -0.412 0.0 0.0 0.0
C -5.908 -0.579 -0.928 0.0 0.0 0.0
N -4.584 -0.881 -0.445 0.0 0.0 0.0
C -4.021 -2.104 -0.643 0.0 0.1 0.1
N -2.733 -2.220 -0.557 0.1 0.0 0.0
C -2.179 -3.552 -0.670 0.0 0.0 -0.1
C -2.965 -4.406 -1.652 0.0 0.0 0.0
C -4.401 -4.471 -1.177 0.0 0.0 0.0
N -4.898 -3.142 -0.873 0.0 0.0 0.1
C -6.344 -2.999 -0.945 0.0 0.0 0.0
H -7.866 -1.503 -0.726 0.0 0.0 0.0
H -6.802 -1.658 0.680 0.0 0.0 0.0
H -6.180 0.408 -0.554 0.0 0.0 0.0
H -5.948 -0.537 -2.025 0.0 0.0 0.0
H -3.938 -0.094 -0.381 0.0 0.0 0.0
H -2.144 -4.054 0.311 0.0 0.0 0.0
H -1.145 -3.469 -1.012 0.0 0.0 0.0
H -2.552 -5.414 -1.741 0.0 0.0 0.0
H -2.917 -3.929 -2.634 0.0 0.0 0.0
H -4.476 -5.112 -0.288 0.0 0.0 0.0
H -5.049 -4.912 -1.942 0.0 0.0 0.0
H -6.796 -3.825 -0.384 0.0 0.0 0.0
H -6.660 -3.117 -1.991 0.0 0.0 0.0